[1]
{
  "formula": "C36H60OP2Ti",
  "method": "ωB97M-V/def2-TZVPD",
  "elements": ["Ti", "C", "C", "C", "C", "C", "C", "H", "H", "H", "C", "H", "H", "H", "C", "H", "H", "H", "C", "H", "H", "H", "C", "H", "H", "H", "C", "C", "C", "C", "C", "C", "C", "C", "H", "H", "H", "H", "H", "H", "H", "H", "H", "H", "H", "H", "P", "P", "C", "C", "H", "H", "H", "H", "C", "H", "H", "H", "C", "H", "H", "H", "C", "H", "H", "H", "C", "H", "H", "H", "C", "C", "C", "C", "C", "C", "C", "C", "C", "C", "C", "C", "O", "H", "H", "H", "H", "H", "H", "H", "H", "H", "H", "H", "H", "H", "H", "H", "H", "H"],
  "positions_angstrom": [[-0.663047, -0.457407, 0.636236], [-1.003487, -0.184866, 2.903736], [-2.167043, 0.311156, 2.190087], [-2.048862, -1.997024, 1.879293], [-0.941721, -1.609286, 2.702475], [-2.787017, -0.817710, 1.516362], [-0.117319, 0.550691, 3.855393], [-0.328097, 1.624033, 3.870416], [0.950965, 0.410422, 3.622939], [-0.263771, 0.165138, 4.876826], [-0.040060, -2.556643, 3.410010], [0.857080, -2.049928, 3.782953], [0.275478, -3.371337, 2.743779], [-0.531107, -3.025684, 4.278952], [-2.457661, -3.401578, 1.632028], [-3.087927, -3.799071, 2.446753], [-1.585671, -4.064904, 1.557653], [-3.044487, -3.489805, 0.710940], [-4.080867, -0.810104, 0.765105], [-4.870439, -1.304668, 1.353638], [-4.011877, -1.360441, -0.185691], [-4.422229, 0.208157, 0.540324], [-2.794541, 1.659266, 2.324537], [-3.687204, 1.593747, 2.967815], [-3.131160, 2.065746, 1.357058], [-2.118177, 2.384017, 2.789766], [2.341730, 4.378831, -1.077254], [1.928647, 5.102273, -0.018281], [1.043752, 6.305579, -0.068382], [-0.043600, 6.272913, -1.176169], [-0.644097, 4.942293, -1.533377], [-0.304622, 4.246300, -2.637841], [1.005431, 4.354789, -3.360797], [2.248766, 4.793968, -2.512526], [1.651070, 7.218647, -0.231668], [0.368263, 6.754955, -2.077300], [0.555105, 6.443470, 0.913550], [2.361302, 5.884519, -2.614617], [2.976783, 3.503133, -0.891738], [2.351587, 4.904918, 0.973219], [3.121156, 4.330912, -3.013964], [1.230245, 3.382294, -3.842243], [-1.051654, 3.629795, -3.150067], [0.917813, 5.088739, -4.188599], [-0.873626, 6.910604, -0.821316], [-1.528838, 4.656667, -0.945204], [0.930438, 1.413697, 0.474377], [-1.580247, 0.503460, -1.537709], [0.933550, 1.800300, -1.336358], [-0.001151, 1.073385, -2.309179], [1.967524, 1.740992, -1.701031], [0.668568, 2.860381, -1.302898], [-0.258326, 1.744566, -3.146386], [0.507712, 0.198655, -2.742118], [-2.190462, -0.717955, -2.724541], [-2.814824, -1.453357, -2.201356], [-1.342643, -1.245690, -3.177917], [-2.785503, -0.245889, -3.517628], [-2.736722, 1.913893, -1.595221], [-2.802282, 2.341820, -2.604939], [-2.442034, 2.709789, -0.898346], [-3.733769, 1.555260, -1.304316], [2.662061, 1.430023, 0.995912], [2.695676, 1.273138, 2.080563], [3.161483, 2.377336, 0.765681], [3.201713, 0.604766, 0.506684], [0.108903, 2.831774, 1.287337], [-0.972590, 2.816677, 1.118587], [0.482300, 3.792943, 0.921082], [0.301403, 2.784159, 2.366268], [-1.079148, -3.937454, -3.048870], [-1.193036, -4.025175, -1.523837], [-2.147473, -5.167246, -1.166711], [0.185091, -4.185811, -0.880552], [0.845230, -5.398878, -1.061597], [2.088995, -5.634088, -0.494992], [2.689488, -4.649575, 0.276128], [2.074381, -3.419484, 0.495236], [2.804449, -2.410311, 1.382996], [3.244994, -3.012008, 2.720724], [4.037741, -1.848491, 0.673268], [0.814963, -3.161518, -0.114689], [0.221749, -1.979159, 0.050146], [-0.745056, -4.899972, -3.461495], [-0.350969, -3.173158, -3.342136], [-2.054698, -3.690028, -3.489909], [-1.615226, -3.083497, -1.146363], [-1.843726, -6.105760, -1.645733], [-2.179602, -5.344514, -0.090012], [-3.160372, -4.921816, -1.511400], [0.359761, -6.181207, -1.644764], [2.590235, -6.587910, -0.648279], [3.652268, -4.845199, 0.743997], [2.101258, -1.589360, 1.581912], [4.033597, -3.760591, 2.575694], [3.639795, -2.226602, 3.377989], [2.416243, -3.505202, 3.238023], [3.766724, -1.434445, -0.303682], [4.507591, -1.062524, 1.274573], [4.779013, -2.640660, 0.512981]],
  "forces_ev_per_a": [[0.7, -4.5, 0.1], [-1.0, -0.2, -0.6], [0.3, -0.9, 0.2], [0.2, 1.0, 0.7], [-1.2, 0.5, -0.2], [0.9, 0.3, 0.8], [0.3, 0.2, 0.3], [0.0, -0.3, 0.1], [-0.3, 0.0, 0.1], [0.0, 0.1, -0.3], [0.5, -0.2, -0.1], [-0.2, -0.1, -0.1], [0.0, 0.2, 0.2], [-0.1, 0.3, -0.3], [0.0, -0.4, -0.4], [0.2, 0.4, -0.1], [-0.2, 0.2, 0.0], [0.1, 0.0, 0.2], [-0.3, 0.0, -0.3], [0.3, 0.2, -0.1], [0.0, 0.1, 0.3], [0.1, -0.2, 0.1], [-0.3, 0.4, 0.0], [0.3, 0.0, -0.2], [0.1, -0.1, 0.3], [-0.2, -0.2, -0.1], [0.5, 0.7, 1.1], [0.9, -0.1, -0.6], [-0.3, 0.5, 0.0], [0.5, 0.5, 0.4], [-0.4, -0.2, -0.8], [-0.5, 0.8, 0.3], [0.3, 0.4, -0.4], [-0.2, -0.2, -1.0], [-0.2, -0.4, 0.2], [-0.3, -0.3, 0.3], [0.3, -0.1, -0.3], [0.0, -0.4, 0.2], [-0.1, 0.5, 0.0], [-0.3, -0.4, -0.3], [-0.3, 0.5, 0.1], [-0.2, 0.4, 0.2], [0.3, -0.3, 0.6], [0.0, -0.5, 0.2], [0.3, -0.2, -0.3], [0.1, 0.2, -0.6], [0.1, 0.9, -0.3], [0.3, 0.5, -0.6], [0.2, 0.2, 0.1], [0.0, -0.2, 0.1], [-0.3, -0.1, 0.2], [0.1, -0.2, -0.2], [0.2, -0.3, 0.3], [-0.3, 0.1, 0.2], [-0.4, -0.3, -0.1], [0.1, 0.1, -0.3], [-0.2, 0.1, 0.2], [0.2, 0.0, 0.2], [-0.2, 0.0, 0.2], [0.1, -0.2, 0.2], [0.0, -0.3, -0.2], [0.2, 0.1, -0.1], [0.2, -0.4, 0.3], [0.1, 0.0, -0.2], [-0.3, -0.2, 0.0], [-0.2, 0.3, 0.2], [0.0, 0.3, 0.0], [0.3, -0.1, 0.0], [0.0, -0.4, 0.0], [-0.1, 0.0, -0.3], [0.0, 0.1, -0.1], [0.3, 0.1, 0.1], [-0.1, -0.1, 0.1], [-0.2, 0.3, 0.1], [0.0, 0.1, 0.1], [0.1, -0.1, -0.1], [-0.2, 0.0, 0.0], [-0.1, 0.2, 0.0], [-0.2, -0.1, -0.2], [-0.1, -0.1, 0.2], [-0.1, 0.1, -0.2], [0.9, -2.4, -0.1], [-1.3, 3.4, 0.1], [-0.1, 0.3, 0.1], [-0.1, -0.1, -0.1], [0.2, -0.1, 0.0], [0.0, -0.1, 0.0], [-0.1, 0.2, 0.0], [0.0, -0.1, -0.2], [0.2, -0.1, 0.0], [0.2, 0.2, 0.1], [-0.1, 0.2, 0.0], [-0.2, 0.0, -0.1], [0.1, 0.0, 0.1], [-0.1, 0.2, 0.1], [0.0, -0.2, -0.1], [0.3, 0.0, -0.1], [0.1, 0.0, 0.0], [0.0, -0.1, -0.1], [-0.1, 0.2, 0.0]],
  "mulliken_charge": [-1.33, 0.17, 1.40, 0.95, 0.80, -0.10, -1.54, 0.35, 0.30, 0.43, -1.51, 0.60, 0.34, 0.30, -1.44, 0.33, 0.36, 0.52, -1.34, 0.39, 0.27, 0.38, -1.61, 0.35, 0.33, 0.52, 0.05, -0.64, -0.78, -1.08, 0.12, -0.90, -0.88, -1.26, 0.44, 0.27, 0.34, 0.37, 0.84, 0.50, 0.41, 0.26, 1.07, 0.47, 0.41, 0.50, 1.38, 1.18, 0.89, -1.28, 1.11, -2.01, 0.81, 0.54, -1.20, 0.28, 0.33, 0.61, -1.37, 0.59, -0.13, 0.51, -1.21, 0.52, 0.51, 0.33, 0.29, -0.36, -0.92, 0.53, -1.79, 2.59, -1.88, 0.66, -0.90, -1.59, -0.92, 0.87, 2.49, -1.74, -1.89, -0.32, 0.13, 0.43, 0.36, 0.45, -1.24, 0.45, 0.38, 0.43, 0.35, 0.41, 0.38, -1.23, 0.43, 0.42, 0.36, 0.36, 0.52, 0.42],
  "charge": 2,
  "multiplicity": 1,
  "homo_ev": -13.29,
  "orbital_gap_ev": 6.11,
  "fmax_ev_per_a": 4.52,
  "e_tot_ha": -3014.6737
}

=====

[2]
{
  "formula": "C36H61BrF5HfNO7P2S2SiTe",
  "method": "ωB97M-V/def2-TZVPD",
  "elements": ["Hf", "F", "C", "C", "F", "C", "F", "C", "S", "C", "F", "C", "F", "O", "N", "C", "C", "C", "C", "C", "S", "H", "H", "H", "H", "C", "C", "C", "O", "P", "O", "C", "P", "O", "O", "C", "C", "C", "O", "C", "C", "C", "O", "C", "C", "C", "H", "H", "H", "H", "H", "H", "H", "H", "H", "H", "H", "H", "H", "H", "H", "H", "H", "H", "H", "H", "H", "H", "H", "H", "H", "H", "H", "H", "H", "H", "Te", "C", "C", "C", "C", "Si", "Br", "C", "C", "C", "C", "C", "C", "C", "C", "H", "H", "H", "H", "H", "H", "H", "H", "H", "H", "H", "H", "H", "H", "H", "H", "H", "H", "H", "H", "H", "H", "H", "H", "H", "H", "H"],
  "positions_angstrom": [[0.283528, -0.102759, 0.000703], [3.402893, -0.297950, 6.397098], [2.565882, 0.092149, 5.418299], [2.813413, -0.252982, 4.100208], [3.918949, -0.960569, 3.797022], [1.934520, 0.153313, 3.109264], [2.229978, -0.207292, 1.821490], [0.803231, 0.931289, 3.346488], [-0.271227, 1.503401, 2.094606], [0.592130, 1.258112, 4.688817], [-0.473822, 2.004437, 5.034098], [1.441311, 0.849889, 5.707174], [1.186813, 1.194406, 6.985550], [1.834680, 1.072099, -0.515788], [2.383836, 1.261477, -1.747769], [3.457744, 2.138440, -1.799832], [3.936265, 2.526149, -3.017928], [3.351931, 2.063334, -4.205177], [2.228871, 1.190149, -4.092164], [1.730357, 0.804708, -2.881356], [0.263994, -0.147633, -2.631619], [3.844187, 2.435843, -0.839966], [4.783021, 3.200606, -3.036082], [3.715400, 2.378081, -5.169788], [1.723812, 0.817404, -4.972021], [3.897393, -4.899695, 1.109852], [2.825729, -3.846658, 1.251880], [2.279705, -3.722623, 2.652900], [1.734497, -4.233858, 0.344881], [1.062627, -3.214333, -0.638173], [1.567118, -1.811101, -0.410819], [-0.730472, -3.363914, -0.492808], [-1.366081, -2.434847, 1.005435], [-0.257231, -1.453136, 1.507911], [-0.667876, -3.671984, 2.015671], [-1.177450, -4.968932, 2.283598], [-0.312952, -6.047343, 1.627400], [-1.170756, -5.214378, 3.789523], [-2.867663, -2.795855, 1.512522], [-3.251478, -2.375142, 2.851642], [-4.412113, -3.258235, 3.255566], [-3.600147, -0.898746, 2.902764], [1.470575, -3.622168, -2.091305], [1.496590, -4.884151, -2.786539], [0.243795, -5.700174, -2.556343], [2.763256, -5.637573, -2.441871], [4.697730, -4.695790, 1.821586], [4.324538, -4.908461, 0.108875], [3.491461, -5.888328, 1.328809], [3.194418, -2.874012, 0.915642], [2.008870, -4.701273, 3.053634], [1.396638, -3.088484, 2.671149], [3.050988, -3.289894, 3.289459], [-0.994522, -4.414345, -0.400690], [-1.133167, -2.943160, -1.417614], [-2.197296, -5.066713, 1.897456], [0.673596, -6.084517, 2.088974], [-0.163337, -5.876003, 0.565150], [-0.786058, -7.023870, 1.748334], [-0.162197, -5.051235, 4.171412], [-1.458518, -6.243171, 4.011766], [-1.843700, -4.554198, 4.329687], [-2.397123, -2.546685, 3.510357], [-5.240191, -3.122591, 2.559237], [-4.753883, -2.982398, 4.253345], [-4.136729, -4.312574, 3.265118], [-4.404377, -0.665703, 2.206272], [-2.747406, -0.272164, 2.645321], [-3.921680, -0.647664, 3.914344], [1.531103, -4.574126, -3.833552], [0.188646, -6.065184, -1.529804], [0.267856, -6.569739, -3.214165], [-0.653163, -5.126764, -2.780416], [2.732049, -6.003915, -1.416661], [3.633604, -4.995097, -2.559161], [2.869726, -6.490478, -3.113102], [-2.435473, -0.502761, -0.447485], [-2.222086, 5.312548, -3.601172], [-0.827968, 5.623743, -3.040135], [0.160960, 4.834229, -3.913687], [-0.558563, 7.121361, -3.258092], [-0.714954, 5.149916, -1.175985], [-0.656838, 2.936508, -1.180939], [-2.294267, 5.591188, -0.166218], [-2.722552, 7.047882, -0.415867], [-2.048873, 5.414183, 1.338807], [-3.486338, 4.676494, -0.490823], [0.913806, 5.742211, -0.361119], [2.101016, 5.577311, -1.319721], [0.834127, 7.223295, 0.039816], [1.268380, 4.903035, 0.879314], [-2.218596, 5.525313, -4.674465], [-3.006539, 5.918936, -3.154424], [-2.484611, 4.262651, -3.478032], [0.000238, 5.131030, -4.955013], [0.011247, 3.757988, -3.854498], [1.203513, 5.026254, -3.679826], [-0.681534, 7.352856, -4.320892], [0.456437, 7.404567, -2.985054], [-1.244638, 7.762620, -2.706130], [-1.921007, 7.766082, -0.247885], [-3.536037, 7.302720, 0.271291], [-3.096333, 7.198405, -1.427027], [-1.327003, 6.121414, 1.740370], [-1.712372, 4.407003, 1.582113], [-2.994381, 5.579655, 1.864464], [-3.744667, 4.645433, -1.543564], [-4.358354, 5.050362, 0.054145], [-3.303816, 3.653677, -0.166066], [2.068554, 6.270261, -2.159426], [2.178563, 4.564642, -1.713256], [3.021437, 5.781713, -0.763902], [0.589114, 7.879695, -0.794974], [1.810844, 7.534759, 0.424510], [0.108309, 7.402755, 0.829261], [1.512329, 3.876842, 0.606871], [0.484835, 4.847448, 1.626475], [2.149441, 5.348609, 1.351442]],
  "forces_ev_per_a": [[0.6, 1.0, -0.4], [-0.1, 0.1, -0.2], [0.0, 0.0, 0.0], [0.0, 0.0, -0.1], [-0.3, 0.1, 0.0], [0.2, -0.2, -0.4], [-0.1, 0.1, 0.7], [0.0, 0.0, -0.1], [0.2, 0.2, 0.0], [-0.1, 0.1, 0.2], [0.3, -0.2, -0.1], [-0.1, 0.1, 0.1], [0.1, -0.1, -0.3], [0.2, 0.0, -0.1], [0.0, -0.1, 0.2], [0.0, 0.0, -0.2], [0.1, 0.0, 0.1], [-0.1, -0.1, 0.1], [0.0, 0.0, -0.1], [-0.2, 0.0, 0.1], [0.2, 0.5, 0.3], [0.0, 0.0, 0.0], [0.0, 0.0, 0.0], [0.0, 0.0, -0.1], [0.0, 0.0, 0.0], [0.1, 0.0, 0.1], [-0.1, 0.2, -0.1], [0.1, 0.0, 0.1], [0.2, -0.1, 0.0], [0.0, 0.6, 0.3], [-0.3, -0.7, 0.0], [-0.1, 0.0, -0.1], [0.9, -0.5, -0.1], [-0.7, -0.8, 0.4], [-0.3, 0.1, 0.2], [0.1, 0.0, -0.1], [-0.1, -0.1, 0.0], [0.0, 0.0, 0.0], [0.0, 0.1, 0.3], [0.1, -0.1, 0.0], [0.0, 0.0, 0.0], [0.0, 0.0, -0.1], [0.0, 0.1, -0.2], [0.0, 0.1, -0.1], [0.0, -0.1, 0.0], [0.0, -0.1, 0.0], [0.0, 0.0, 0.0], [0.0, 0.0, -0.1], [0.0, 0.0, 0.0], [0.0, -0.1, 0.0], [0.0, 0.0, 0.0], [0.0, 0.0, 0.0], [0.1, 0.0, 0.0], [-0.1, 0.0, -0.1], [0.0, -0.1, 0.1], [-0.1, 0.1, 0.0], [0.0, 0.0, 0.0], [0.0, 0.0, 0.1], [0.0, 0.0, 0.0], [0.0, 0.0, 0.0], [0.0, 0.0, 0.0], [-0.1, 0.1, 0.0], [0.0, -0.1, 0.1], [0.0, 0.0, 0.0], [0.0, 0.0, 0.0], [0.1, 0.0, 0.0], [0.0, 0.0, 0.0], [0.0, 0.0, 0.0], [0.0, 0.0, 0.1], [0.0, 0.0, 0.1], [0.0, 0.0, 0.0], [0.0, 0.0, 0.0], [0.0, 0.0, 0.0], [0.0, 0.0, 0.0], [0.0, 0.0, 0.0], [0.0, 0.0, 0.0], [-0.2, -0.2, -0.4], [0.0, 0.0, 0.0], [0.0, 0.1, 0.0], [0.0, 0.0, 0.0], [0.0, 0.0, 0.0], [0.0, 0.2, 0.0], [-0.1, -0.2, -0.2], [0.0, 0.1, 0.0], [0.0, -0.1, 0.0], [0.0, 0.0, 0.0], [0.1, 0.0, 0.0], [0.0, 0.0, 0.0], [0.0, 0.0, 0.0], [0.1, 0.0, 0.1], [0.0, 0.0, -0.1], [0.0, 0.0, -0.1], [-0.1, 0.1, 0.1], [0.0, -0.1, 0.0], [0.0, 0.0, -0.1], [-0.1, -0.1, 0.1], [0.1, 0.0, 0.0], [0.0, 0.0, -0.1], [0.1, 0.0, 0.0], [-0.1, 0.0, 0.1], [0.1, 0.0, 0.0], [0.0, 0.0, 0.0], [0.0, 0.0, -0.1], [0.1, 0.1, 0.0], [0.0, -0.1, 0.0], [0.0, 0.0, 0.0], [0.0, 0.0, -0.2], [-0.1, 0.0, 0.0], [0.0, -0.1, 0.0], [0.0, 0.0, 0.0], [0.0, -0.1, 0.0], [0.1, 0.0, 0.0], [0.0, 0.0, -0.1], [0.0, 0.0, 0.0], [-0.1, 0.0, 0.1], [0.0, -0.1, 0.0], [-0.1, 0.1, 0.1], [0.1, 0.0, 0.0]],
  "mulliken_spin": [0.07, 0.00, 0.00, 0.00, 0.00, 0.00, -0.01, 0.00, 0.00, 0.00, 0.00, 0.00, 0.00, 0.00, 0.22, 0.30, -0.17, 0.42, -0.03, 0.13, 0.01, 0.01, 0.00, 0.07, 0.00, 0.00, 0.00, 0.00, 0.00, 0.00, -0.02, 0.00, 0.01, 0.01, 0.00, 0.00, 0.00, 0.00, 0.00, 0.00, 0.00, 0.00, 0.00, 0.00, 0.00, 0.00, 0.00, 0.00, 0.00, 0.00, 0.00, 0.00, 0.00, 0.00, 0.00, 0.00, 0.00, 0.00, 0.00, 0.00, 0.00, 0.00, 0.00, 0.00, 0.00, 0.00, 0.00, 0.00, 0.00, 0.00, 0.00, 0.00, 0.00, 0.00, 0.00, 0.00, 0.00, 0.00, 0.02, 0.00, 0.00, -0.03, -0.01, 0.00, 0.00, 0.00, 0.00, -0.01, 0.03, 0.00, 0.01, 0.00, 0.00, 0.00, 0.00, 0.00, -0.01, 0.00, 0.00, 0.00, 0.00, 0.00, 0.00, 0.00, 0.00, 0.00, 0.00, 0.00, 0.00, -0.01, -0.01, 0.00, 0.00, 0.00, 0.00, 0.00, 0.00, 0.00],
  "charge": -1,
  "multiplicity": 2,
  "homo_ev": [-1.80, -4.26],
  "s_squared": 0.767,
  "orbital_gap_ev": [3.99, 6.44],
  "fmax_ev_per_a": 1.23,
  "e_above_lowest_kcal_mol": 77.6,
  "e_tot_ha": -7148.1231
}